Density functional theory data (ωB97M-V with the def2-TZVPD basis set) for C25H32N2O2 in the gas phase.

Calculated values
energy relative to the best compared isomer or geometry (same formula, charge and spin): 4.7 kJ/mol
energy: -1231.8982 a.u.
SMILES: O=C1NC[C@@H](Cc2cccc3ccccc23)N(CCCCC2CCCCC2)C1=O
E_LUMO: 0.0155 Ha
maximum force: 0.7 eV/A
Kohn-Sham gap: 8.67 eV

Last column: natural (NBO) charge in e.
Atoms and positions in Å:
O1 4.3430 1.5340 0.3834  -0.57
C1 3.8206 0.6950 -0.3149  0.58
N1 4.5033 -0.3632 -0.8121  -0.61
C2 3.8706 -1.4384 -1.5334  -0.22
C3 2.4813 -1.6727 -0.9331  -0.03
C4 2.5709 -2.2164 0.5130  -0.44
C5 1.1918 -2.4065 1.0840  -0.01
C6 0.5555 -3.6043 0.8681  -0.22
C7 -0.7675 -3.8187 1.2747  -0.22
C8 -1.4632 -2.8135 1.8821  -0.18
C9 -0.8515 -1.5684 2.1339  -0.08
C10 -1.5704 -0.5227 2.7496  -0.18
C11 -0.9861 0.6884 2.9862  -0.21
C12 0.3585 0.8911 2.6450  -0.19
C13 1.0850 -0.1058 2.0561  -0.22
C14 0.5040 -1.3574 1.7543  0.01
N2 1.7543 -0.4249 -0.9969  -0.44
C15 0.3382 -0.4207 -1.3089  -0.23
C16 0.0624 -0.1202 -2.7838  -0.39
C17 -1.4098 0.2386 -2.9888  -0.40
C18 -1.7401 1.6459 -2.4679  -0.39
C19 -3.0563 1.7263 -1.6861  -0.21
C20 -2.9440 1.0539 -0.3159  -0.40
C21 -4.2575 1.1540 0.4538  -0.39
C22 -4.6576 2.6134 0.6384  -0.40
C23 -4.7756 3.2998 -0.7180  -0.39
C24 -3.4646 3.1883 -1.4906  -0.39
C25 2.3446 0.7608 -0.7168  0.58
O2 1.7564 1.8207 -0.7761  -0.58
H1 5.4948 -0.4001 -0.6241  0.41
H2 4.4818 -2.3388 -1.4495  0.21
H3 3.7688 -1.1828 -2.5977  0.20
H4 1.9423 -2.4019 -1.5473  0.22
H5 3.1634 -1.5343 1.1211  0.22
H6 3.0868 -3.1783 0.4803  0.22
H7 1.0824 -4.4030 0.3639  0.21
H8 -1.2305 -4.7766 1.0891  0.22
H9 -2.4925 -2.9549 2.1788  0.21
H10 -2.5986 -0.7034 3.0294  0.21
H11 -1.5474 1.4883 3.4462  0.22
H12 0.8250 1.8429 2.8483  0.22
H13 2.1211 0.0844 1.8258  0.21
H14 -0.1200 0.3568 -0.6944  0.24
H15 -0.0892 -1.3846 -1.0286  0.21
H16 0.3277 -0.9883 -3.3928  0.19
H17 0.6855 0.7188 -3.0970  0.21
H18 -2.0225 -0.5070 -2.4784  0.19
H19 -1.6478 0.1758 -4.0521  0.21
H20 -1.7947 2.3337 -3.3144  0.20
H21 -0.9338 2.0023 -1.8252  0.21
H22 -3.8405 1.2214 -2.2633  0.19
H23 -2.6691 0.0027 -0.4260  0.20
H24 -2.1539 1.5435 0.2589  0.20
H25 -5.0429 0.6297 -0.0968  0.19
H26 -4.1508 0.6704 1.4269  0.20
H27 -5.6071 2.6778 1.1747  0.20
H28 -3.8982 3.1222 1.2363  0.19
H29 -5.0368 4.3517 -0.5828  0.21
H30 -5.5764 2.8283 -1.2933  0.19
H31 -3.5700 3.6749 -2.4630  0.20
H32 -2.6743 3.7063 -0.9427  0.20


Density functional theory data (ωB97M-V with the def2-TZVPD basis set) for a molecular structure, C25H32N2O2P2SY.

Calculated values
energy relative to the best compared isomer or geometry (same formula, charge and spin): 0.0 kJ/mol
energy: -2351.0045 a.u.
E_LUMO: -0.1358 Ha
total charge: +1
maximum force: 0.6 eV/A
Kohn-Sham gap: 6.78 eV

Last column: natural (NBO) charge in e.
Atoms and positions in Å:
Y1 -0.9449 -0.0772 0.3510  1.80
C1 0.7616 3.6974 -0.7383  -0.94
P1 0.2832 2.5824 0.6063  0.73
C2 1.7931 2.5069 1.6520  -0.02
N1 2.5461 3.5763 1.6507  -0.42
C3 3.6171 3.5985 2.4807  0.19
C4 4.4634 4.7320 2.5051  -0.21
C5 5.5156 4.7628 3.3711  -0.17
C6 5.7724 3.6769 4.2448  -0.17
C7 4.9766 2.5701 4.2378  -0.18
C8 3.8806 2.5086 3.3441  0.10
N2 3.1056 1.3970 3.3062  -0.37
C9 2.0989 1.3798 2.4704  -0.14
P2 1.1711 -0.1976 2.3398  0.74
C10 1.0120 -0.7397 4.0599  -0.94
C11 2.3313 -1.3484 1.4627  -0.29
C12 1.5739 -2.6641 1.2524  -0.61
C13 3.6366 -1.6118 2.2139  -0.62
C14 2.6346 -0.7155 0.1010  -0.60
C15 -0.9521 3.4695 1.6684  -0.29
C16 -0.3973 4.7461 2.2960  -0.62
C17 -1.3930 2.4988 2.7680  -0.61
C18 -2.1554 3.8004 0.7770  -0.62
H1 1.1445 4.6437 -0.3589  0.26
H2 -0.0980 3.8753 -1.3838  0.26
H3 1.5419 3.2221 -1.3329  0.26
H4 4.2420 5.5489 1.8330  0.24
H5 6.1685 5.6244 3.4015  0.23
H6 6.6147 3.7364 4.9205  0.23
H7 5.1520 1.7247 4.8880  0.24
H8 1.9673 -0.6613 4.5788  0.26
H9 0.6602 -1.7704 4.0920  0.26
H10 0.2781 -0.1162 4.5701  0.26
H11 1.3118 -3.1445 2.1951  0.23
H12 2.2104 -3.3548 0.6961  0.24
H13 0.6575 -2.5482 0.6586  0.21
H14 3.4507 -2.0774 3.1817  0.22
H15 4.2042 -0.6985 2.3819  0.23
H16 4.2533 -2.2973 1.6312  0.23
H17 1.7391 -0.5663 -0.5255  0.18
H18 3.2665 -1.3887 -0.4807  0.25
H19 3.1545 0.2404 0.1891  0.22
H20 0.4179 4.5433 2.9893  0.22
H21 -1.1943 5.2431 2.8516  0.23
H22 -0.0341 5.4440 1.5419  0.22
H23 -0.5659 2.1919 3.4134  0.21
H24 -1.9125 1.6055 2.3912  0.20
H25 -2.1260 2.9984 3.4066  0.25
H26 -1.9052 4.5374 0.0144  0.22
H27 -2.9448 4.2267 1.3982  0.23
H28 -2.5707 2.9141 0.2889  0.22
O1 -3.0905 0.2734 0.2189  -0.75
C19 -3.1854 -0.9770 0.4693  0.75
O2 -2.4216 -1.4257 1.3790  -0.72
C20 -3.7614 -1.8932 -0.5432  -0.12
C21 -5.0488 -2.3991 -0.4923  -0.20
C22 -5.4817 -3.2556 -1.4917  -0.21
C23 -4.6216 -3.5956 -2.5256  -0.18
C24 -3.3315 -3.0920 -2.5718  -0.21
C25 -2.8764 -2.2311 -1.5785  -0.12
S1 -1.1836 -1.6382 -1.7041  -0.40
H29 -5.7082 -2.1235 0.3192  0.22
H30 -6.4844 -3.6576 -1.4676  0.23
H31 -4.9565 -4.2624 -3.3081  0.23
H32 -2.6692 -3.3661 -3.3813  0.23


Density functional theory data (ωB97M-V with the def2-TZVPD basis set) for C25H32N2O3 in the gas phase.

Calculated values
energy relative to the best compared isomer or geometry (same formula, charge and spin): 18.7 kJ/mol
energy: -1307.1311 a.u.
SMILES: CCOC(=O)[C@]1(Cc2ccccc2C)CCCN(Cc2ccc(NC(C)=O)cc2)C1
E_LUMO: 0.0253 Ha
maximum force: 0.5 eV/A
Kohn-Sham gap: 9.00 eV

Last column: natural (NBO) charge in e.
Atoms and positions in Å:
C1 -1.9609 -3.8798 0.8780  -0.64
C2 -0.8079 -2.8992 1.0396  -0.07
O1 -1.2538 -1.5524 1.1962  -0.53
C3 -1.5280 -0.8692 0.0784  0.85
O2 -1.4987 -1.3618 -1.0181  -0.61
C4 -1.8565 0.5892 0.3845  -0.15
C5 -3.2245 0.6759 1.1024  -0.41
C6 -4.3818 0.2432 0.2415  -0.05
C7 -4.5792 -1.1175 0.0388  -0.20
C8 -5.5972 -1.5908 -0.7662  -0.21
C9 -6.4533 -0.6923 -1.3765  -0.21
C10 -6.2901 0.6618 -1.1528  -0.24
C11 -5.2676 1.1501 -0.3475  0.08
C12 -5.1755 2.6307 -0.1147  -0.65
C13 -1.8392 1.4040 -0.9123  -0.40
C14 -0.4381 1.4273 -1.5179  -0.40
C15 0.5870 1.8805 -0.4851  -0.23
N1 0.5249 1.0181 0.6798  -0.46
C16 1.6383 1.2365 1.5835  -0.22
C17 2.9231 0.7427 0.9750  -0.07
C18 4.1112 1.4450 1.1116  -0.18
C19 5.2908 0.9742 0.5638  -0.25
C20 5.2942 -0.2217 -0.1454  0.15
N2 6.4466 -0.7578 -0.7318  -0.60
C21 7.7231 -0.2751 -0.7273  0.68
C22 8.6756 -1.1768 -1.4898  -0.71
O3 8.0727 0.7473 -0.1851  -0.60
C23 4.1016 -0.9299 -0.2903  -0.25
C24 2.9336 -0.4535 0.2668  -0.15
C25 -0.7661 1.1344 1.3213  -0.20
H1 -2.4895 -3.6820 -0.0514  0.22
H2 -1.5713 -4.8937 0.8497  0.22
H3 -2.6536 -3.7924 1.7123  0.21
H4 -0.1508 -2.9512 0.1651  0.20
H5 -0.2370 -3.1123 1.9465  0.19
H6 -3.3607 1.7037 1.4390  0.22
H7 -3.1772 0.0353 1.9869  0.23
H8 -3.9241 -1.8182 0.5322  0.21
H9 -5.7234 -2.6532 -0.9129  0.21
H10 -7.2521 -1.0434 -2.0130  0.21
H11 -6.9742 1.3608 -1.6134  0.20
H12 -5.9907 3.1414 -0.6215  0.22
H13 -5.2422 2.8585 0.9489  0.21
H14 -4.2379 3.0332 -0.4914  0.22
H15 -2.1449 2.4270 -0.6822  0.20
H16 -2.5467 0.9775 -1.6243  0.23
H17 -0.4164 2.1022 -2.3753  0.21
H18 -0.1784 0.4278 -1.8633  0.22
H19 0.3968 2.9353 -0.2053  0.16
H20 1.5932 1.8180 -0.9059  0.22
H21 1.7409 2.2994 1.8695  0.17
H22 1.4421 0.6645 2.4977  0.21
H23 4.1212 2.3784 1.6561  0.21
H24 6.2067 1.5286 0.6784  0.26
H25 6.2933 -1.6275 -1.2238  0.39
H26 8.6970 -2.1676 -1.0403  0.23
H27 9.6729 -0.7487 -1.4568  0.24
H28 8.3594 -1.2671 -2.5271  0.23
H29 4.0953 -1.8594 -0.8439  0.20
H30 2.0086 -0.9957 0.1472  0.22
H31 -1.0048 2.1854 1.5767  0.17
H32 -0.7558 0.5526 2.2454  0.22